This record from OMol25 describes a molecular structure, C41H56N11O7S3. The level of theory is ωB97M-V/def2-TZVPD.

The geometry in ORCA input format:
```
! RIJCOSX wB97M-V def2-TZVPD def2/J DEFGRID3
* xyz -1 1
C -6.879 -1.474 4.958
C -7.449 -0.301 5.824
O -8.883 -0.447 5.913
C -6.995 1.137 5.295
O -7.723 1.584 4.137
S -6.787 1.633 2.772
O -7.749 1.703 1.673
O -6.058 0.374 2.600
N -5.750 2.919 2.761
S -5.001 3.119 1.292
O -4.281 1.929 0.822
O -5.942 3.494 0.202
C -3.814 4.532 1.371
C -2.441 4.194 0.716
C -1.248 5.082 1.273
C -1.105 4.915 2.829
S 0.522 4.286 3.406
C 0.942 2.800 2.503
N 1.953 1.968 2.750
N 1.870 1.007 1.786
C 0.819 1.298 0.970
O 0.198 2.431 1.426
H -7.406 -1.437 3.973
H -7.027 -2.479 5.414
H -5.801 -1.246 4.766
H -7.079 -0.423 6.873
H -9.275 -0.520 5.026
H -7.270 1.842 6.125
H -5.889 1.196 5.198
H -3.739 4.902 2.425
H -4.266 5.373 0.795
H -2.558 4.341 -0.383
H -2.125 3.138 0.864
H -0.349 4.748 0.702
H -1.438 6.133 0.944
H -1.901 4.246 3.221
H -1.214 5.933 3.279
H 0.469 0.767 0.073
N 1.111 -3.843 -0.976
C 1.662 -4.427 0.134
C 1.839 -3.450 1.078
C 1.373 -2.230 0.522
C 0.927 -2.505 -0.744
H 0.877 -4.322 -1.827
H 1.880 -5.482 0.153
H 2.257 -3.595 2.061
H 1.371 -1.260 1.001
H 0.497 -1.867 -1.500
N 5.363 -2.272 -4.054
C 4.101 -2.673 -3.688
C 4.087 -2.832 -2.327
C 5.384 -2.511 -1.850
C 6.147 -2.167 -2.935
H 5.663 -2.083 -4.995
H 3.329 -2.810 -4.428
H 3.239 -3.144 -1.737
H 5.719 -2.530 -0.825
H 7.176 -1.859 -3.010
N -12.332 0.777 2.467
C -13.578 0.376 2.868
C -13.567 0.273 4.235
C -12.266 0.633 4.674
C -11.527 0.939 3.561
H -12.050 0.930 1.515
H -14.360 0.198 2.149
H -14.400 -0.025 4.852
H -11.909 0.664 5.692
H -10.502 1.260 3.452
N 0.545 -6.561 -3.829
C 0.558 -7.482 -4.841
C -0.555 -8.269 -4.710
C -1.273 -7.802 -3.577
C -0.571 -6.746 -3.057
H 1.247 -5.858 -3.678
H 1.358 -7.497 -5.564
H -0.827 -9.089 -5.356
H -2.198 -8.195 -3.189
H -0.768 -6.114 -2.205
N 9.763 -1.014 -2.891
C 9.273 -0.102 -3.790
C 9.987 1.057 -3.646
C 10.949 0.838 -2.626
C 10.788 -0.448 -2.182
H 9.423 -1.952 -2.771
H 8.460 -0.358 -4.450
H 9.837 1.964 -4.211
H 11.677 1.543 -2.259
H 11.311 -1.009 -1.425
N 13.984 3.198 -1.552
C 14.532 2.614 -0.443
C 14.706 3.588 0.505
C 14.240 4.807 -0.052
C 13.798 4.534 -1.320
H 13.753 2.719 -2.405
H 14.752 1.559 -0.424
H 15.121 3.443 1.489
H 14.229 5.775 0.423
H 13.370 5.172 -2.076
N 5.343 -5.439 -4.639
C 6.538 -6.102 -4.627
C 6.287 -7.434 -4.840
C 4.885 -7.578 -4.993
C 4.332 -6.330 -4.866
H 5.226 -4.445 -4.502
H 7.462 -5.571 -4.466
H 7.028 -8.216 -4.883
H 4.343 -8.493 -5.175
H 3.307 -5.999 -4.916
N -7.841 6.417 2.029
C -8.250 5.712 0.933
C -9.006 6.549 0.153
C -9.051 7.811 0.804
C -8.320 7.699 1.958
H -7.275 6.048 2.773
H -7.965 4.678 0.805
H -9.474 6.285 -0.782
H -9.561 8.699 0.464
H -8.101 8.416 2.733
*
```

The total energy is -3919.3399 Eh. The value obtained for the HOMO energy is -5.740 eV. The value obtained for the maximum force is 5.2 eV Å⁻¹. As for the orbital gap: 7.1 eV.